The following is a DFT calculation (ωB97M-V/def2-TZVPD) of a 2-piece molecular cluster, C15H17F2N2 overall.

Geometry (Å):
F (4.9399, 1.1960, -1.3680)
H (-4.8438, -1.3189, -1.3478)
C (3.6383, 0.7551, -1.3362)
C (0.9724, -0.0783, -1.1509)
C (-1.9415, 1.2810, -1.4045)
H (1.0129, 0.8011, 3.7575)
H (2.4712, -0.0897, 3.2012)
C (-3.2748, 1.7137, -1.4140)
H (-0.3246, -1.6709, -0.6522)
C (-0.3237, -0.5798, -0.7234)
H (1.7580, 1.1940, 2.1537)
H (-3.4988, 2.7791, -1.4831)
N (0.7423, -0.6615, 2.2083)
H (0.5246, 2.0465, -1.1558)
H (-0.1142, -1.5725, 3.9354)
C (1.3027, 1.2946, -1.2370)
C (-4.0199, -0.6126, -1.3276)
C (1.5226, 0.3771, 2.8582)
H (4.1908, -1.3189, -1.4193)
H (2.8599, 2.7860, -1.3419)
H (1.8205, -2.0784, -1.3103)
H (-2.4792, -2.0840, -1.2274)
H (-1.0086, -0.9582, 1.2136)
C (-4.2842, 0.7554, -1.3668)
C (3.3685, -0.6131, -1.3539)
N (-0.2327, -0.2659, 1.3771)
H (-0.2215, 0.7241, 1.0895)
H (1.4385, -2.2485, 3.3359)
C (0.4683, -1.8219, 3.0214)
F (-5.5835, 1.1988, -1.4004)
C (2.0345, -1.0129, -1.3089)
C (-2.6893, -1.0178, -1.2743)
C (2.6352, 1.7201, -1.3051)
C (-1.6148, -0.0831, -1.1866)
H (-0.0899, -2.5607, 2.4309)
H (-1.1559, 2.0249, -1.4872)

As for the calculated total energy: -890.67102 Ha. Its energy relative to the best compared isomer or geometry (same formula, charge and spin) is 78.0 kJ/mol. Its net charge is +1. The calculation puts the HOMO energy at -11.5518 eV. The calculation puts the LUMO energy at -0.1744 Ha.

Mulliken population analysis, charges in e, atoms 1 to 8: number 1, F, carries -0.299; number 2, H, carries 0.428; number 3, C, carries 0.471; number 4, C, carries 0.630; number 5, C, carries -0.087; number 6, H, carries 0.313; number 7, H, carries 0.326; number 8, C, carries -0.906

---

The following is a DFT calculation (ωB97M-V/def2-TZVPD) of C14H33CaO10 as an isolated structure.

Geometry (Å):
H (3.1987, 23.2089, 15.9286)
H (8.0109, 25.1617, 21.0720)
H (5.7361, 24.4652, 21.2917)
C (3.7527, 28.6609, 20.8541)
O (7.3116, 27.5531, 16.9787)
C (6.3505, 23.8302, 20.6534)
H (6.2172, 29.1312, 21.4723)
H (5.2472, 29.2590, 16.5900)
H (3.2908, 22.9700, 14.2946)
C (6.1461, 28.0514, 21.6032)
H (6.6592, 22.9622, 21.2359)
H (4.0470, 30.6114, 16.1632)
H (4.6255, 26.6702, 20.7910)
O (5.6542, 23.9443, 16.3962)
H (1.3732, 29.6747, 16.2286)
C (7.5534, 24.5758, 20.2748)
H (2.0669, 28.4000, 15.1395)
O (7.2968, 25.3691, 19.1725)
C (5.8046, 22.3729, 14.7050)
H (8.7602, 22.9762, 20.4891)
O (5.3492, 27.7140, 19.2899)
C (5.1981, 23.6835, 15.1015)
C (3.7033, 23.6291, 15.0586)
C (8.5378, 23.6763, 19.6839)
H (6.7682, 22.1689, 15.1718)
C (4.9624, 27.6972, 20.6497)
H (5.7307, 28.5543, 19.0255)
H (3.9265, 29.7360, 20.8080)
O (7.9697, 27.7453, 14.8834)
H (5.3633, 23.2001, 16.9283)
C (4.2854, 29.5478, 16.1660)
H (9.4739, 24.2242, 19.5765)
H (5.9390, 22.3638, 13.6233)
H (4.3589, 29.1685, 15.1468)
Ca (5.5195, 26.0889, 17.5246)
H (7.0679, 27.6490, 21.1832)
C (2.6518, 24.6775, 19.0495)
H (3.4336, 28.5566, 21.8911)
O (3.8806, 24.6815, 18.7679)
H (1.1406, 23.9069, 19.4096)
O (1.9806, 25.6643, 18.7462)
H (2.8944, 26.9722, 17.4158)
C (1.8475, 28.6953, 16.1655)
H (5.1845, 21.5153, 14.9660)
H (2.9370, 28.5170, 20.1456)
H (3.3005, 24.6416, 15.0340)
H (2.9701, 29.2866, 17.9079)
H (6.0008, 27.7295, 22.6344)
O (6.1104, 26.8728, 15.3808)
H (8.0828, 25.9185, 19.1289)
O (3.6708, 27.4652, 17.1404)
H (8.4078, 23.1613, 18.7320)
H (5.7999, 23.3604, 19.8384)
H (5.6228, 24.5094, 14.5307)
C (7.1036, 27.4436, 15.7690)
H (1.1739, 27.8981, 16.4797)
O (2.0372, 23.5735, 19.4901)
C (3.1715, 28.7996, 16.9537)

As for the calculated total energy: -1983.43790 Ha. Its energy relative to the best compared isomer or geometry (same formula, charge and spin) is 0.0 kJ/mol. Its net charge is -1. The calculation puts the HOMO energy at -2.5501 eV. The calculation puts the LUMO energy at 0.0957 Ha.

Mulliken population analysis, charges in e, atoms 1 to 8: number 1, H, carries 0.255; number 2, H, carries 0.231; number 3, H, carries 0.222; number 4, C, carries -1.519; number 5, O, carries -0.771; number 6, C, carries -1.217; number 7, H, carries 0.437; number 8, H, carries 0.226

---

What is the net charge in the second record?
-1